(1)
The ion C16H11F14N2S with charge +1 at a distorted geometry, computed with ωB97M-V/def2-TZVPD.

Results
E: -68619.8048 eV
Charge: +1
SMILES: FC(F)(F)c1cccc(C(F)(F)c2c[nH+]nc(CCC(F)(F)C(F)(F)S(F)(F)(F)(F)F)c2)c1

Positions of all 44 atoms, in Å:
F 5.42 -3.69 0.05
C 6.22 -2.59 0.14
F 6.64 -2.54 1.47
F 7.34 -2.66 -0.63
C 5.42 -1.28 -0.15
C 5.61 -0.44 -1.33
C 4.81 0.78 -1.50
C 3.84 1.19 -0.47
C 3.65 0.38 0.73
C 2.71 0.70 1.90
F 3.33 1.67 2.71
F 2.46 -0.41 2.70
C 1.32 1.29 1.51
C 0.96 2.70 1.84
N -0.28 3.10 1.49
N -1.28 2.48 0.91
C -1.07 1.20 0.55
C -2.15 0.32 -0.15
C -3.61 0.89 -0.10
C -4.73 -0.11 0.31
F -5.47 0.55 1.31
F -4.26 -1.24 0.97
C -5.79 -0.45 -0.81
F -6.14 0.65 -1.56
F -6.95 -0.82 -0.15
S -5.37 -1.85 -1.97
F -5.22 -0.77 -3.22
F -3.76 -1.70 -1.75
F -5.55 -2.98 -0.84
F -6.95 -1.96 -2.38
F -5.07 -3.04 -3.04
C 0.25 0.57 0.84
C 4.46 -0.85 0.85
H 6.38 -0.77 -2.08
H 4.98 1.41 -2.41
H 3.26 2.13 -0.59
H 1.69 3.38 2.35
H -0.49 4.08 1.74
H -2.01 -0.72 0.24
H -1.84 0.28 -1.24
H -3.83 1.34 -1.11
H -3.64 1.78 0.60
H 0.40 -0.49 0.53
H 4.32 -1.49 1.76

(2)
A structure of composition C3H3MnO2 at a distorted geometry, computed with ωB97M-V/def2-TZVPD.

Results
Expectation value of S²: 12.06
Multiplicity: 7
Energy relative to the best compared isomer or geometry (same formula, charge and spin): 97.4 kJ/mol

Positions of all 9 atoms, in Å:
O 1.68 -0.35 -0.61
Mn 3.19 0.75 0.11
O -0.85 1.88 -0.01
C -0.36 0.78 -0.19
C 1.04 0.45 0.13
C -1.03 -0.62 0.10
H -0.94 -1.24 -0.81
H -2.09 -0.44 0.31
H -0.65 -1.20 0.96

(3)
A cluster of 2 separate species, C2H5I2OP in total at a distorted geometry, computed with ωB97M-V/def2-TZVPD.

Results
Energy relative to the best compared isomer or geometry (same formula, charge and spin): 348.2 kJ/mol

Positions of all 11 atoms, in Å:
C 1.11 -0.37 0.65
C 0.89 -0.03 -0.86
O -0.40 -0.42 -1.10
P -1.85 0.51 0.87
I -3.22 -1.28 0.06
I -2.30 2.55 -0.35
H 0.30 0.21 1.23
H 0.88 -1.39 0.90
H 2.04 -0.09 1.12
H 1.45 -0.71 -1.58
H 1.09 1.02 -0.94

(4)
A structure of composition C35H57CaN2O2P2 at a distorted geometry, computed with ωB97M-V/def2-TZVPD.

Results
Charge: +1
Energy relative to the best compared isomer or geometry (same formula, charge and spin): 151.4 kJ/mol

Positions of all 99 atoms, in Å:
C 1.83 -1.98 -1.02
C 1.73 0.18 -1.86
C 2.81 -2.33 -1.96
C 2.47 -0.21 -3.01
C 3.15 -1.42 -2.97
H 3.29 -3.31 -1.87
H 2.67 0.59 -3.74
H 3.88 -1.67 -3.74
N 1.31 -0.73 -0.90
P -0.30 -2.96 0.67
P 1.00 2.39 -0.24
C 1.39 -3.12 -0.13
H 1.40 -4.09 -0.67
H 2.14 -3.27 0.67
C 1.64 1.61 -1.71
H 1.26 2.11 -2.60
C -0.31 3.86 -0.58
C 2.81 3.10 -0.18
C -1.39 -3.75 -0.69
C -0.12 -4.03 2.22
C -1.69 3.50 0.00
H -1.67 3.31 1.08
H -2.34 4.37 -0.17
H -2.13 2.63 -0.50
C 0.15 5.14 0.12
H 0.25 5.02 1.20
H 1.09 5.55 -0.29
H -0.62 5.91 -0.05
C -0.47 4.04 -2.08
H -1.19 4.86 -2.23
H 0.47 4.31 -2.60
H -0.89 3.14 -2.55
C 3.00 3.77 1.16
H 2.78 3.06 1.97
H 4.04 4.10 1.26
H 2.36 4.64 1.30
C 3.77 1.90 -0.28
H 3.46 1.10 0.40
H 3.82 1.48 -1.30
H 4.81 2.18 -0.03
C 3.00 4.04 -1.38
H 2.56 3.62 -2.31
H 2.57 5.04 -1.24
H 4.07 4.17 -1.58
C -1.51 -4.26 2.84
H -1.39 -4.75 3.82
H -2.07 -3.33 2.99
H -2.12 -4.94 2.23
C 0.77 -3.23 3.20
H 1.78 -3.07 2.80
H 0.34 -2.26 3.46
H 0.88 -3.81 4.13
C 0.53 -5.39 1.96
H 0.70 -5.88 2.93
H -0.11 -6.06 1.37
H 1.51 -5.30 1.46
C -1.10 -3.08 -2.03
H -1.80 -3.48 -2.76
H -1.23 -1.99 -1.99
H -0.10 -3.30 -2.39
C -2.86 -3.52 -0.30
H -3.11 -2.45 -0.22
H -3.48 -3.97 -1.07
H -3.13 -4.00 0.65
C -1.14 -5.25 -0.84
H -0.09 -5.50 -1.02
H -1.51 -5.84 0.00
H -1.71 -5.57 -1.72
Ca -0.34 -0.04 0.93
C 2.05 0.05 2.15
O 2.97 0.05 2.84
N -1.83 0.26 -0.74
C -2.05 0.27 -1.93
C -2.21 0.64 -3.30
C -3.53 0.64 -3.76
C -1.13 0.92 -4.22
C -3.79 0.77 -5.12
H -4.31 0.46 -3.01
C -1.41 1.08 -5.58
H -0.07 1.01 -3.97
C -2.74 0.99 -6.04
H -4.84 0.66 -5.40
H -0.65 1.26 -6.33
H -3.00 1.05 -7.11
C -0.61 -0.13 5.45
C -1.48 -0.02 4.22
O -0.82 0.69 3.11
C -0.39 2.06 3.49
C -1.51 2.89 4.11
H 0.41 -0.44 5.21
H -1.03 -0.86 6.14
H -0.56 0.82 5.99
H -1.71 -1.00 3.80
H -2.43 0.50 4.45
H 0.48 1.99 4.17
H -0.03 2.52 2.56
H -1.70 2.56 5.15
H -1.21 3.95 4.14
H -2.44 2.81 3.52

(5)
An isolated molecule of C5H6N2O at a distorted geometry, computed with ωB97M-V/def2-TZVPD.

Results
SMILES: O=C1C[C@H]2NN=C[C@@H]12
Energy relative to the best compared isomer or geometry (same formula, charge and spin): 504.9 kJ/mol

Positions of all 14 atoms, in Å:
C 1.57 -0.16 0.09
C 0.79 1.05 -0.39
C -0.37 0.75 0.49
C -0.50 -1.58 0.01
C 0.23 -0.58 1.04
H 0.32 0.97 -1.48
H 1.11 2.12 -0.55
H -0.50 1.34 1.45
H -2.24 0.79 -1.12
H -0.18 -2.60 -0.20
H 0.27 -0.70 2.28
N -1.54 0.33 -0.34
N -1.53 -1.00 -0.68
O 2.58 -0.73 -0.59

(6)
A structure of composition C26H33As2N6O8RhS3, computed with ωB97M-V/def2-TZVPD.

Results
Expectation value of S²: 6.02
Charge: +2
Multiplicity: 5
Energy relative to the best compared isomer or geometry (same formula, charge and spin): 191.3 kJ/mol

Positions of all 79 atoms, in Å:
Rh 0.03 -2.12 0.59
C -0.81 -6.52 3.49
N 0.40 -5.69 3.55
C 1.57 -6.04 4.21
C 2.45 -5.06 4.00
N 1.81 -4.08 3.20
C 0.53 -4.51 2.93
S -0.80 -3.80 2.14
C 2.51 -2.92 2.74
C 3.82 -2.73 3.17
C 4.51 -1.61 2.78
C 3.87 -0.67 1.97
C 2.58 -0.94 1.60
N 1.90 -2.05 1.94
H -0.66 -7.38 4.14
H -0.98 -6.85 2.47
H -1.67 -5.96 3.83
H 1.68 -6.94 4.78
H 3.45 -4.98 4.37
H 4.31 -3.44 3.82
H 5.53 -1.46 3.10
H 4.37 0.24 1.65
H 2.03 -0.22 1.01
C -2.65 -2.93 -3.97
N -1.86 -3.17 -2.75
C -0.56 -3.02 -2.64
N 0.15 -2.51 -3.64
S 0.21 -3.65 -1.20
H -3.70 -3.10 -3.73
H -2.36 -3.62 -4.76
H -2.53 -1.91 -4.31
H -2.32 -3.54 -1.95
H -0.30 -2.12 -4.46
H 1.15 -2.50 -3.58
C -3.57 0.08 2.15
O -2.56 0.88 1.51
C -1.46 0.20 1.08
O -1.72 -0.86 0.23
C -0.60 1.26 0.31
C -0.09 2.42 0.70
As 0.69 3.75 -0.56
C -0.52 5.22 -0.08
C -0.25 3.36 -2.25
C -0.83 2.21 -2.56
As -0.54 0.58 -1.51
C 1.37 0.38 -1.91
C -1.54 1.80 -3.82
O -1.29 0.70 -4.29
O -2.43 2.62 -4.28
C -3.13 2.28 -5.51
C -0.08 4.49 -3.27
O -0.74 4.70 -4.24
O 0.96 5.25 -2.90
C 1.29 6.35 -3.79
C -0.02 2.94 2.12
O -0.71 2.62 3.03
O 0.98 3.82 2.22
C 1.16 4.41 3.54
H -4.47 0.68 2.15
H -3.28 -0.14 3.18
H -3.74 -0.85 1.61
H -0.18 5.70 0.83
H -1.53 4.83 0.06
H -0.52 5.95 -0.89
H 1.91 1.19 -1.42
H 1.49 0.46 -2.99
H 1.74 -0.58 -1.58
H -3.37 3.22 -5.98
H -4.04 1.75 -5.25
H -2.50 1.67 -6.15
H 2.01 6.96 -3.27
H 0.40 6.92 -4.03
H 1.71 5.95 -4.71
H 1.93 5.16 3.42
H 1.46 3.65 4.25
H 0.23 4.86 3.87
S -0.20 -0.33 4.91
C -0.48 -0.31 3.38
N -0.62 -0.41 2.18

(7)
A cluster of 2 separate species, C3H7NOS2 in total at a distorted geometry, computed with ωB97M-V/def2-TZVPD.

Results
Energy relative to the best compared isomer or geometry (same formula, charge and spin): 674.4 kJ/mol

Positions of all 14 atoms, in Å:
C 2.27 -1.12 -0.41
C 0.04 0.39 -0.14
C 1.05 1.39 -0.39
H 2.62 -2.26 -0.06
H 2.65 -0.36 0.27
H 2.43 -1.21 -1.43
H 1.88 1.18 -0.98
H 0.64 2.32 -0.83
H 1.46 2.28 1.23
H -2.56 -1.33 1.75
N -1.22 0.57 -0.46
O 1.91 1.51 0.68
S 0.46 -1.35 0.22
S -2.72 0.06 0.00

(8)
A structure of composition C35H25BrCeN4O10S2 at a distorted geometry, computed with ωB97M-V/def2-TZVPD.

Results
Energy relative to the best compared isomer or geometry (same formula, charge and spin): 98.0 kJ/mol

Positions of all 78 atoms, in Å:
Ce 0.84 0.53 0.47
O -4.21 -4.52 2.10
C -3.35 -4.70 1.23
O -2.94 -5.71 0.64
C -2.51 -3.42 0.92
C -1.54 -3.44 -0.08
C -0.81 -2.29 -0.33
N -1.03 -1.16 0.34
C -2.03 -1.10 1.23
C -2.77 -2.22 1.56
C -2.41 0.27 1.65
C -3.06 0.56 2.85
C -3.47 1.85 3.07
C -3.24 2.82 2.10
C -2.56 2.44 0.95
N -2.13 1.20 0.73
C 0.17 -2.15 -1.43
C 0.89 -3.22 -1.94
C 1.77 -2.99 -2.99
C 1.88 -1.71 -3.50
C 1.14 -0.70 -2.92
N 0.31 -0.90 -1.90
H -1.40 -4.36 -0.63
H -3.60 -2.19 2.26
H -3.23 -0.23 3.57
H -3.97 2.11 4.00
H -3.57 3.84 2.23
H -2.34 3.17 0.18
H 0.76 -4.21 -1.52
H 2.36 -3.80 -3.39
H 2.55 -1.49 -4.32
H 1.22 0.32 -3.27
O 2.75 3.80 -0.03
S 2.76 2.40 -0.24
O 2.72 1.58 1.02
O 1.63 1.88 -1.10
C 4.20 1.96 -1.15
C 4.82 3.00 -1.81
C 5.87 2.74 -2.68
C 6.28 1.44 -2.89
C 5.66 0.39 -2.23
C 4.62 0.63 -1.35
S 4.05 -0.78 -0.43
O 4.42 -1.94 -1.19
O 4.56 -0.65 0.90
O 2.53 -0.65 -0.41
H 4.47 4.01 -1.63
H 6.36 3.56 -3.18
H 7.09 1.24 -3.58
H 5.98 -0.63 -2.38
Br 0.04 6.72 6.57
C 0.13 5.37 5.25
C 0.20 5.74 3.91
C 0.25 4.75 2.95
C 0.23 3.41 3.33
C 0.18 3.05 4.67
C 0.13 4.04 5.64
C 0.25 2.36 2.30
O 0.33 1.13 2.63
O 0.19 2.65 1.06
H 0.22 6.78 3.64
H 0.31 5.00 1.90
H 0.18 2.01 4.95
H 0.08 3.78 6.69
N 1.38 -1.74 1.94
C 1.80 -1.65 3.31
C 1.16 -2.43 4.26
C 1.52 -2.31 5.60
C 2.52 -1.42 5.98
C 3.15 -0.65 5.01
C 2.80 -0.76 3.68
H 0.84 -2.58 1.77
H 2.17 -1.74 1.30
H 0.38 -3.12 3.97
H 1.02 -2.92 6.34
H 2.80 -1.33 7.02
H 3.94 0.04 5.30
H 3.31 -0.17 2.93